Record 1
An isolated molecule of C6H9F2NO2 in a non-equilibrium geometry, computed with ωB97M-V/def2-TZVPD.

Element x y z (Å)
C: 0.132 -0.101 1.316
C: -0.670 0.983 0.593
C: -0.830 0.496 -0.876
C: -0.621 -1.052 -0.782
C: -0.440 -1.354 0.679
C: 0.122 1.105 -1.908
H: 2.106 -0.752 1.317
H: 1.973 0.875 1.420
H: -0.087 -0.115 2.380
H: -0.097 1.913 0.619
H: -1.687 1.117 0.955
H: -1.862 0.732 -1.197
H: 0.322 -1.327 -1.218
H: -1.408 -1.634 -1.315
H: 1.645 0.466 -0.770
N: 1.537 0.028 1.021
O: 1.417 0.887 -1.658
O: -0.289 1.752 -2.862
F: -1.621 -1.573 1.341
F: 0.359 -2.444 0.945

Atomic forces in eV per Å
C -0.6 0.4 0.3
C 0.7 0.3 -0.7
C -0.7 -0.6 -0.2
C -0.7 -0.2 -0.6
C 0.0 -0.1 0.9
C -0.9 0.7 -0.1
H -0.2 -0.3 0.1
H -0.6 -0.6 -0.2
H 0.0 -0.1 0.3
H -0.4 0.2 0.2
H 0.3 0.1 0.5
H 0.7 -0.1 0.0
H 0.4 -0.1 -0.5
H 0.5 0.4 0.7
H -0.8 0.3 -0.5
N 1.2 0.8 -0.4
O 0.5 0.2 -0.2
O 1.0 -1.1 1.3
F -0.2 -0.3 -0.3
F -0.3 0.2 -0.3

Summary:
HOMO = -10.06 eV
Kohn-Sham gap = 10.589 eV
Multiplicity = 1


Record 2
A structure of composition C23H19Cl4I2N4O2SSiTa, computed with ωB97M-V/def2-TZVPD.

Element x y z (Å)
Ta: 1.482 0.526 -0.438
I: -4.492 -2.889 3.517
C: -3.103 -1.979 2.262
C: -3.491 -1.524 1.011
C: -2.550 -0.949 0.173
I: -3.121 -0.252 -1.704
C: -1.205 -0.840 0.546
O: -0.319 -0.366 -0.313
C: -0.837 -1.263 1.833
C: 0.593 -1.191 2.297
N: 1.317 0.027 1.863
C: 0.808 1.218 2.563
C: 1.586 2.414 2.105
C: 1.805 3.525 2.901
C: 2.529 4.584 2.381
C: 3.025 4.494 1.089
C: 2.779 3.347 0.364
N: 2.068 2.328 0.862
C: -1.789 -1.825 2.673
H: -4.521 -1.609 0.692
H: 0.608 -1.248 3.390
H: 1.170 -2.041 1.938
H: 2.295 -0.108 2.124
H: -0.249 1.330 2.308
H: 0.877 1.108 3.649
H: 1.416 3.551 3.909
H: 2.715 5.464 2.981
H: 3.605 5.292 0.650
H: 3.164 3.219 -0.639
H: -1.492 -2.158 3.661
O: 0.341 2.218 -1.006
N: -0.292 2.260 -2.188
C: -1.284 3.166 -2.312
C: -1.959 3.289 -3.494
C: -1.598 2.464 -4.564
C: -0.584 1.551 -4.407
C: 0.090 1.439 -3.186
S: 1.404 0.355 -2.901
H: -1.479 3.742 -1.422
H: -2.754 4.014 -3.575
H: -2.115 2.542 -5.510
H: -0.277 0.901 -5.213
Cl: 3.912 0.421 -0.428
Si: 2.211 -2.048 -0.706
Cl: 3.304 -3.009 0.793
Cl: 3.098 -2.688 -2.450
Cl: -1.463 -5.482 1.638
C: -0.993 -4.545 0.278
C: -1.854 -4.344 -0.788
C: -1.420 -3.571 -1.853
C: -0.167 -3.000 -1.808
N: 0.660 -3.207 -0.769
C: 0.266 -3.978 0.253
H: -2.842 -4.785 -0.778
H: -2.057 -3.390 -2.706
H: 0.202 -2.353 -2.593
H: 0.978 -4.145 1.048

Atomic forces in eV per Å
Ta -0.1 -0.2 -0.1
I 0.0 0.0 0.0
C 0.0 0.0 0.0
C 0.0 0.0 0.0
C 0.0 -0.1 0.0
I 0.0 0.0 0.0
C 0.0 0.0 0.1
O 0.1 0.2 0.0
C 0.0 0.0 -0.1
C 0.0 0.0 0.0
N 0.0 -0.1 0.0
C 0.0 0.0 0.0
C 0.0 0.0 0.0
C 0.0 0.0 0.0
C 0.0 0.0 0.0
C 0.0 0.0 0.0
C 0.0 0.0 0.0
N 0.0 0.0 -0.1
C 0.0 0.0 0.1
H 0.0 0.0 0.0
H 0.0 0.0 0.0
H 0.0 0.0 0.0
H 0.0 0.0 0.0
H 0.0 0.0 0.0
H 0.0 0.0 0.0
H 0.0 0.0 0.0
H 0.0 0.0 0.0
H 0.0 0.0 0.0
H 0.0 0.0 0.0
H 0.0 0.0 0.0
O 0.0 -0.1 0.0
N 0.1 0.0 0.0
C 0.0 0.0 0.0
C 0.0 0.0 0.0
C 0.0 0.0 0.0
C 0.0 0.0 0.0
C 0.0 0.0 0.0
S 0.0 0.0 0.0
H 0.0 0.0 0.0
H 0.0 0.0 0.0
H 0.0 0.0 0.0
H 0.0 0.0 0.0
Cl 0.0 0.0 0.0
Si 0.0 0.0 0.1
Cl 0.0 0.0 0.0
Cl 0.0 0.0 0.0
Cl 0.0 0.0 0.0
C 0.0 0.0 0.0
C 0.0 0.0 0.0
C 0.0 0.0 0.0
C 0.0 0.0 0.0
N -0.1 0.0 0.0
C 0.0 0.0 0.0
H 0.0 0.0 0.0
H 0.0 0.0 0.0
H 0.0 0.0 0.0
H 0.0 0.0 0.0

Summary:
HOMO (spin up / spin down) = -9.51 / -10.61 eV
Kohn-Sham gap (spin up / spin down) = 6.492 / 7.544 eV
Charge = +1
Multiplicity = 2


Record 3
A cluster of 3 separate species, C16H23ClF3NO10 in total in a non-equilibrium geometry, computed with ωB97M-V/def2-TZVPD.

Element x y z (Å)
C: 7.886 -1.080 1.225
O: 6.505 -0.511 1.367
C: 6.567 0.814 2.003
C: 5.148 1.357 2.618
Cl: 5.169 0.840 4.403
O: 5.243 2.824 2.316
C: 3.864 3.287 2.554
O: 3.633 4.581 2.794
O: 2.926 2.128 2.490
C: 3.743 1.087 1.782
N: 3.656 1.629 0.340
C: 3.168 -0.469 1.790
C: 1.745 -0.647 2.592
C: 0.414 -0.586 1.583
F: 0.570 0.414 0.497
F: 0.180 -1.922 0.925
F: -0.823 -0.189 2.345
H: 8.112 -1.418 0.107
H: 8.022 -2.073 1.872
H: 8.725 -0.327 1.556
H: 7.316 0.703 2.926
H: 7.084 1.605 1.283
H: 2.650 1.854 0.098
H: 4.034 0.923 -0.340
H: 3.046 -0.835 0.661
H: 3.948 -1.218 2.292
H: 1.646 0.089 3.498
H: 1.743 -1.748 3.038
C: -2.766 0.885 0.776
C: -4.083 0.831 0.027
C: -4.609 2.177 -0.375
O: -6.004 1.948 -0.453
C: -6.274 0.935 0.429
O: -7.395 0.604 0.779
O: -5.120 0.350 0.867
H: -2.604 -0.040 1.340
H: -1.930 1.031 0.086
H: -2.755 1.703 1.504
H: -4.003 0.151 -0.829
H: -4.216 2.513 -1.338
H: -4.433 2.957 0.375
C: -5.675 -3.239 -3.560
C: -4.521 -2.261 -3.657
C: -4.870 -0.978 -4.351
O: -3.616 -0.556 -4.858
C: -2.884 -1.696 -5.060
O: -1.830 -1.739 -5.674
O: -3.494 -2.775 -4.489
H: -5.307 -4.255 -3.378
H: -6.357 -2.959 -2.752
H: -6.247 -3.274 -4.493
H: -4.091 -2.083 -2.664
H: -5.286 -0.230 -3.672
H: -5.552 -1.111 -5.199

Atomic forces in eV per Å
C 0.8 -0.9 -0.2
O 1.7 0.9 0.5
C 1.8 0.0 0.8
C 1.7 0.4 -3.7
Cl -0.8 0.8 -1.8
O -4.0 -1.4 2.7
C 0.0 5.3 0.8
O 0.9 -9.4 -1.7
O 3.0 1.9 -0.2
C -1.1 -0.3 -0.7
N 0.6 -1.2 0.8
C -0.1 -0.4 0.4
C -0.3 -1.1 -0.2
C -0.6 0.3 -0.2
F -0.7 -3.1 3.2
F 0.5 4.5 2.1
F 4.3 -1.6 -2.4
H -0.8 1.0 2.3
H -0.6 2.3 -1.2
H -1.8 -1.3 -0.7
H -1.7 0.5 -1.8
H -1.6 -1.5 1.3
H 1.6 -0.7 0.7
H -0.6 1.0 1.0
H 0.3 1.0 2.6
H -1.6 1.9 -1.0
H -0.1 -1.2 -2.1
H -0.2 2.4 -1.0
C -0.2 -0.2 0.2
C 1.4 0.1 0.3
C 0.4 0.6 -0.6
O -0.6 -0.7 0.5
C -2.4 -0.6 0.8
O 2.6 0.7 -0.9
O -1.2 0.3 -0.2
H -0.2 0.2 -0.5
H -0.1 -0.1 0.1
H -0.1 -0.1 -0.1
H -0.1 0.1 0.0
H -0.2 0.0 0.1
H 0.2 -0.2 0.0
C -0.1 -0.3 -0.1
C -1.1 -0.7 0.5
C -0.6 0.6 0.3
O 0.8 -0.6 -0.2
C 2.3 -0.1 -1.4
O -2.4 0.1 1.4
O 0.7 0.7 -0.6
H 0.0 0.2 0.1
H 0.1 0.0 -0.1
H 0.1 0.1 0.1
H 0.0 0.1 -0.1
H 0.2 0.0 -0.2
H 0.0 -0.2 0.2

Summary:
HOMO = -10.46 eV
Kohn-Sham gap = 10.644 eV
Multiplicity = 1


Record 4
A cluster of 3 separate species, C4H15NO3 in total in a non-equilibrium geometry, computed with ωB97M-V/def2-TZVPD.

Element x y z (Å)
C: 0.748 0.827 1.821
O: 1.837 -0.081 2.067
C: 0.075 0.688 0.522
C: -0.963 1.804 0.239
C: -0.228 2.969 -0.488
N: -0.464 -0.827 0.436
H: 0.006 0.612 2.627
H: 1.225 1.812 1.995
H: 1.708 -0.957 1.748
H: 0.797 0.644 -0.290
H: -1.675 1.422 -0.405
H: -1.378 2.134 1.165
H: 0.735 3.197 -0.005
H: -0.979 3.801 -0.481
H: -0.089 2.809 -1.534
H: -0.575 -0.952 -0.607
H: -1.216 -0.985 1.067
H: -2.441 -2.104 -3.372
H: -1.538 -1.745 -4.446
O: -1.751 -1.426 -3.630
H: 0.694 -2.387 0.610
H: 0.867 -2.605 -0.846
O: 1.079 -3.072 -0.041

Atomic forces in eV per Å
C 1.0 -0.8 2.1
O 0.5 1.7 0.2
C -1.3 -2.5 -1.2
C 3.4 0.0 0.1
C -1.7 0.6 1.2
N 2.3 3.0 -1.5
H 0.2 0.6 -0.4
H -0.6 -0.3 -0.2
H -0.7 -0.9 -0.6
H 0.3 0.4 -0.1
H -1.8 -0.8 -1.1
H -0.5 0.3 0.6
H -0.5 0.3 -0.2
H 1.1 -0.1 0.3
H 0.4 -0.6 -0.7
H -0.9 -0.2 2.0
H -1.2 -0.1 -0.2
H 1.0 1.3 0.0
H 1.3 -1.0 -3.7
O -2.3 -0.3 3.8
H 0.6 -1.4 -1.3
H 0.1 -0.1 -0.6
O -0.5 1.1 1.7

Summary:
HOMO = -9.82 eV
Kohn-Sham gap = 10.318 eV
Multiplicity = 1


Record 5
A structure of composition C13H20InN2O5 in a non-equilibrium geometry, computed with ωB97M-V/def2-TZVPD.

Element x y z (Å)
N: 0.461 4.380 2.521
C: 1.862 3.868 2.346
In: 1.740 1.847 1.391
C: 1.312 0.365 3.001
C: 0.650 -0.846 2.508
O: -0.497 -0.904 2.148
O: 1.397 -1.974 2.422
O: 3.551 1.350 0.378
C: 3.592 0.100 0.049
O: 4.198 -0.757 0.675
C: 2.811 -0.345 -1.148
C: 1.606 -1.002 -0.912
C: 0.816 -1.470 -1.955
C: 1.241 -1.286 -3.265
C: 2.441 -0.627 -3.515
C: 3.223 -0.154 -2.462
H: -0.071 3.624 2.940
H: 0.067 4.430 1.586
H: 2.441 4.572 1.761
H: 2.305 3.766 3.331
H: 0.458 1.938 0.166
H: 0.629 0.851 3.688
H: 2.243 0.134 3.516
H: 2.324 -1.738 2.554
H: 1.266 -1.152 0.102
H: -0.098 -1.974 -1.707
H: 0.628 -1.657 -4.072
H: 2.758 -0.492 -4.537
H: 4.148 0.368 -2.658
C: -2.696 -0.986 -1.251
O: -2.259 -0.966 -2.384
N: -3.982 -1.239 -0.926
C: -4.431 -1.251 0.451
C: -4.929 -1.503 -1.992
H: -2.055 -0.796 -0.373
H: -4.840 -2.232 0.709
H: -5.206 -0.496 0.605
H: -3.595 -1.037 1.113
H: -4.615 -2.375 -2.568
H: -4.980 -0.651 -2.672
H: -5.912 -1.685 -1.565

Atomic forces in eV per Å
N 0.4 -0.2 -0.3
C -0.4 -0.8 -0.1
In -0.6 1.0 -0.1
C 0.4 -0.4 0.0
C 0.1 0.3 0.0
O -0.9 -0.2 -0.1
O 0.3 -0.2 -0.1
O -0.2 0.0 -0.1
C 0.5 -0.2 0.2
O 0.2 -0.3 0.3
C -0.5 0.0 -0.4
C -0.1 -0.1 -0.1
C 0.7 0.2 0.2
C 0.0 0.0 0.3
C -0.1 -0.1 0.3
C -0.2 0.0 0.0
H -0.1 0.1 0.2
H -0.1 0.1 0.0
H 0.1 0.2 0.0
H 0.2 0.2 0.2
H 0.2 -0.1 0.1
H -0.1 0.3 0.0
H 0.1 0.1 0.1
H 0.1 -0.1 0.0
H 0.0 -0.1 0.0
H -0.3 -0.1 -0.2
H 0.0 0.0 -0.2
H 0.1 0.1 -0.1
H 0.1 0.0 -0.1
C 0.4 0.1 0.3
O -0.4 -0.1 -0.2
N -0.2 0.0 0.0
C 0.0 0.0 -0.2
C 0.2 0.0 0.0
H 0.0 0.0 0.0
H 0.0 0.0 0.1
H 0.0 0.0 0.1
H 0.1 0.0 0.0
H 0.0 0.0 0.0
H 0.0 0.0 0.0
H 0.0 0.0 0.0

Summary:
HOMO = -4.63 eV
Kohn-Sham gap = 7.315 eV
Charge = -1
Multiplicity = 1


Record 6
An isolated molecule of C22H21N5O2S in a non-equilibrium geometry, computed with ωB97M-V/def2-TZVPD.

Element x y z (Å)
C: -1.406 1.009 -3.991
C: -0.725 1.947 -3.045
C: -1.325 3.157 -2.717
C: -0.694 4.065 -1.890
C: 0.565 3.783 -1.392
C: 1.194 2.583 -1.685
C: 0.524 1.657 -2.493
N: 1.166 0.425 -2.778
C: 0.628 -0.789 -2.540
O: -0.481 -0.982 -2.092
C: 1.553 -1.947 -2.919
H: 2.594 -1.646 -3.020
H: 1.202 -2.422 -3.835
S: 1.437 -3.222 -1.623
C: 1.576 -2.115 -0.292
N: 2.297 -1.026 -0.304
N: 2.053 -0.372 0.839
C: 1.202 -1.071 1.543
N: 0.868 -2.217 0.866
C: -0.194 -3.153 1.150
C: -1.433 -2.404 1.517
C: -2.103 -1.423 0.847
C: -3.158 -1.022 1.703
C: -3.047 -1.787 2.822
O: -2.002 -2.627 2.722
H: -3.622 -1.829 3.725
H: -3.893 -0.269 1.507
H: -1.870 -1.046 -0.128
H: 0.087 -3.827 1.964
H: -0.347 -3.743 0.239
C: 0.656 -0.662 2.827
C: 0.527 -1.540 3.900
C: -0.035 -1.063 5.073
N: -0.452 0.181 5.230
C: -0.307 1.018 4.217
C: 0.241 0.657 2.998
H: 0.339 1.361 2.188
H: -0.655 2.028 4.393
H: -0.161 -1.711 5.930
H: 0.865 -2.563 3.833
H: 2.168 0.480 -2.887
C: 2.562 2.289 -1.149
H: 2.895 3.099 -0.505
H: 3.283 2.187 -1.962
H: 2.566 1.367 -0.570
H: 1.068 4.501 -0.760
H: -1.176 5.000 -1.644
H: -2.297 3.388 -3.129
H: -2.193 1.525 -4.536
H: -0.693 0.595 -4.703
H: -1.847 0.176 -3.444

Atomic forces in eV per Å
C -0.1 -0.1 0.1
C 0.0 0.0 0.0
C 0.0 0.0 0.1
C 0.0 0.0 0.0
C 0.0 0.0 0.0
C -0.1 -0.1 0.0
C -0.3 0.3 0.1
N 0.2 0.5 -0.3
C 0.3 -0.2 -0.2
O -0.2 0.0 0.1
C -0.1 -0.2 0.4
H -0.1 0.1 -0.1
H 0.0 0.1 0.0
S 0.1 -0.2 -0.3
C 0.1 -0.2 0.1
N 0.2 -0.6 -0.7
N -0.2 0.6 1.0
C 0.2 -0.2 -0.3
N 0.6 0.5 -0.2
C -0.5 -0.2 0.3
C -0.2 0.3 -0.8
C 0.3 -0.6 0.2
C 0.0 -0.2 0.5
C -0.5 0.6 -0.2
O 0.2 -0.4 0.1
H 0.0 -0.1 0.2
H -0.2 0.2 0.0
H 0.1 0.1 -0.2
H 0.0 0.0 -0.1
H 0.0 0.1 0.2
C -0.2 0.2 0.5
C 0.0 0.3 -0.1
C 0.1 -0.3 0.0
N -0.2 0.1 0.5
C 0.1 0.2 -0.3
C 0.0 -0.3 0.1
H 0.0 0.1 -0.1
H 0.0 0.1 -0.1
H 0.0 -0.1 0.0
H 0.0 -0.1 0.0
H -0.1 -0.2 0.0
C 0.0 -0.1 0.0
H 0.1 0.1 0.0
H 0.1 0.0 0.0
H 0.1 0.0 0.0
H 0.1 0.1 0.1
H 0.0 0.1 0.0
H -0.1 0.0 -0.1
H 0.0 0.0 -0.1
H 0.0 -0.1 -0.1
H 0.0 0.0 -0.1

Summary:
HOMO = -8.66 eV
Kohn-Sham gap = 9.156 eV
Multiplicity = 1